[1]
Molecular formula: C3H8NP
Method: DFT, wB97M-V/def2-TZVPD

Geometry as ORCA input:
```
! wB97M-V def2-TZVPD RIJCOSX def2/J DEFGRID3
* xyz 0 1
H 2.297 1.543 0.458
N 1.304 1.624 0.264
C 0.672 0.592 -0.009
P 1.489 -1.285 -0.030
C -0.790 0.583 -0.283
C -1.512 -0.465 0.557
H 1.036 -1.545 -1.322
H 2.704 -0.797 -0.502
H -0.937 0.358 -1.341
H -1.192 1.578 -0.082
H -1.423 -0.237 1.614
H -1.081 -1.452 0.385
H -2.564 -0.498 0.289
*
```

Output
Energy above the lowest of the compared OMol25 structures with the same formula, charge and spin: 32.7 kJ/mol
LUMO: 0.0375 Ha



[2]
Molecular formula: C16H24O14Pt
Method: DFT, wB97M-V/def2-TZVPD

Geometry as ORCA input:
```
! wB97M-V def2-TZVPD RIJCOSX def2/J DEFGRID3
* xyz -2 3
Pt -13.813 6.926 13.246
C -11.405 10.522 11.963
C -11.603 9.405 12.989
O -11.071 9.530 14.085
O -12.295 8.414 12.573
H -11.232 11.461 12.487
H -12.240 10.640 11.274
H -10.513 10.256 11.385
C -12.070 6.115 17.318
C -12.882 6.959 16.317
O -13.334 8.021 16.697
O -12.948 6.450 15.135
H -11.201 6.657 17.674
H -11.791 5.166 16.858
H -12.806 5.909 18.100
C -17.187 3.786 13.908
C -16.649 5.094 14.502
O -17.059 5.448 15.611
O -15.657 5.584 13.868
H -16.374 3.068 13.786
H -17.787 3.959 13.013
H -17.832 3.300 14.650
C -16.511 10.268 12.381
C -16.285 9.378 13.610
O -17.163 9.398 14.485
O -15.256 8.644 13.589
H -17.386 9.920 11.834
H -15.661 10.147 11.698
H -16.548 11.323 12.655
C -18.443 4.205 10.510
C -17.811 5.466 9.980
C -18.287 6.790 10.618
O -17.105 7.313 11.227
C -16.039 6.542 10.960
O -14.926 6.810 11.256
O -16.415 5.390 10.348
H -18.026 3.286 10.092
H -19.525 4.178 10.379
H -18.134 4.126 11.557
H -17.819 5.520 8.888
H -18.974 6.577 11.434
H -18.569 7.474 9.824
C -11.098 1.440 10.624
C -11.021 2.374 11.830
C -9.722 3.172 11.899
O -10.224 4.487 12.242
C -11.566 4.551 12.087
O -12.193 5.519 12.282
O -12.071 3.314 11.770
H -10.156 0.910 10.472
H -11.433 1.914 9.697
H -11.883 0.682 10.734
H -11.161 1.691 12.668
H -9.150 3.373 10.997
H -9.139 2.780 12.730
*
```

Output
Energy above the lowest of the compared OMol25 structures with the same formula, charge and spin: 0.0 kJ/mol
LUMO (spin up / spin down): 0.1376 / 0.1376 Ha



[3]
Molecular formula: C60H129O27P3
Method: DFT, wB97M-V/def2-TZVPD

Geometry as ORCA input:
```
! wB97M-V def2-TZVPD RIJCOSX def2/J DEFGRID3
* xyz 0 1
C -5.800 -0.704 0.155
C -4.288 -0.657 0.297
O -3.665 -1.681 0.362
C -3.726 0.729 0.177
H -6.062 -0.279 -0.820
H -6.296 -0.165 0.964
H -6.096 -1.732 0.144
H -3.519 0.887 -0.887
H -2.821 0.837 0.778
H -4.476 1.448 0.531
C 3.192 -3.834 -0.354
C 2.610 -4.230 0.976
O 1.418 -3.990 1.086
C 3.476 -4.936 1.951
H 3.052 -4.608 -1.097
H 4.233 -3.509 -0.347
H 2.583 -2.959 -0.675
H 2.858 -4.993 2.865
H 4.374 -4.346 2.192
H 3.799 -5.862 1.538
C -5.032 -2.789 3.861
C -6.151 -2.645 4.819
O -7.130 -3.346 4.900
C -6.038 -1.382 5.709
H -4.708 -1.870 3.290
H -5.236 -3.531 3.076
H -4.127 -3.065 4.358
H -6.328 -0.436 5.224
H -5.035 -1.173 6.090
H -6.740 -1.459 6.553
C -0.011 1.287 -0.470
C 0.528 0.010 0.022
O 1.702 -0.298 -0.207
C -0.418 -0.988 0.635
H 0.740 1.741 -1.078
H -0.469 1.907 0.316
H -0.801 0.999 -1.145
H -0.822 -0.565 1.561
H 0.121 -1.899 0.854
H -1.357 -1.182 0.015
C -2.423 -3.110 -3.598
C -1.639 -1.906 -2.966
O -2.118 -0.859 -2.558
C -0.204 -2.208 -2.789
H -2.261 -2.877 -4.646
H -3.478 -3.093 -3.375
H -2.028 -4.106 -3.426
H 0.323 -2.111 -3.868
H -0.135 -3.249 -2.488
H 0.269 -1.502 -2.142
C -1.913 5.976 0.598
C -2.000 7.078 -0.469
O -2.865 6.934 -1.298
C -1.325 8.388 -0.280
H -2.248 5.049 0.112
H -2.688 6.257 1.286
H -1.018 5.929 1.170
H -0.236 8.342 -0.321
H -1.566 8.662 0.736
H -1.758 9.122 -0.947
C -2.730 -5.955 4.694
C -1.617 -5.008 5.029
O -1.812 -3.793 5.209
C -0.210 -5.631 5.094
H -2.773 -6.707 5.537
H -2.356 -6.496 3.794
H -3.700 -5.491 4.606
H -0.173 -6.348 5.938
H 0.462 -4.763 5.155
H 0.115 -6.225 4.236
C -7.267 2.627 2.503
C -5.832 2.409 2.812
O -5.472 1.455 3.432
C -4.822 3.487 2.407
H -7.391 3.229 1.567
H -7.829 3.153 3.297
H -7.854 1.696 2.438
H -3.805 3.068 2.611
H -5.090 4.409 3.006
H -4.910 3.737 1.370
C 0.415 -5.582 -4.373
C 1.850 -5.233 -4.514
O 2.194 -4.085 -4.679
C 2.884 -6.288 -4.217
H 0.258 -6.563 -4.788
H -0.355 -4.955 -4.774
H 0.152 -5.708 -3.332
H 2.657 -6.869 -3.326
H 3.830 -5.744 -3.974
H 3.081 -6.954 -5.074
C 6.457 3.935 -1.981
O 6.406 3.449 -3.334
P 6.167 1.929 -3.696
O 5.879 1.749 -5.138
O 5.169 1.265 -2.681
C 3.709 1.673 -2.751
O 7.474 1.200 -3.213
C 7.708 -0.114 -3.650
H 5.601 3.581 -1.433
H 6.399 5.025 -2.015
H 7.333 3.557 -1.451
H 3.714 2.778 -2.696
H 3.200 1.201 -1.900
H 3.233 1.323 -3.681
H 7.682 -0.155 -4.718
H 6.863 -0.686 -3.323
H 8.668 -0.393 -3.163
C -2.156 0.796 4.447
O -1.565 2.097 4.622
P -0.751 2.697 3.351
O -1.461 2.768 2.092
O -0.341 4.143 3.903
C -1.284 5.062 4.424
O 0.659 1.951 3.208
C 1.668 2.132 4.261
H -2.831 0.676 3.617
H -2.791 0.627 5.289
H -1.337 0.072 4.380
H -1.487 5.060 5.529
H -2.267 4.862 3.953
H -0.832 6.040 4.237
H 1.820 3.217 4.552
H 2.616 1.706 3.983
H 1.328 1.630 5.152
C -8.327 2.586 -4.019
O -6.973 3.036 -3.854
P -5.962 2.133 -3.029
O -6.342 0.767 -2.717
O -4.606 2.279 -3.916
C -4.036 1.119 -4.557
O -5.526 3.027 -1.736
C -4.594 4.069 -1.815
H -8.386 1.526 -4.203
H -8.867 3.118 -4.891
H -8.942 2.907 -3.176
H -3.444 1.475 -5.382
H -4.779 0.417 -4.891
H -3.366 0.594 -3.872
H -3.650 3.567 -1.583
H -4.788 4.897 -1.109
H -4.529 4.431 -2.840
C 5.451 0.923 0.606
C 6.466 -0.197 0.474
C 6.049 -1.091 1.567
O 5.624 -0.267 2.680
C 5.072 0.955 2.082
H 4.613 0.506 -0.059
H 5.643 1.970 0.184
H 7.493 0.211 0.558
H 6.362 -0.705 -0.484
H 6.805 -1.736 1.999
H 5.255 -1.756 1.272
H 5.572 1.762 2.581
H 4.010 1.108 2.240
C 3.139 5.516 -0.434
C 2.589 4.215 0.184
C 1.499 4.750 1.101
O 1.483 6.164 1.068
C 2.059 6.552 -0.126
H 3.342 5.432 -1.475
H 4.050 5.799 0.117
H 3.335 3.614 0.771
H 2.085 3.556 -0.513
H 1.714 4.495 2.162
H 0.459 4.368 0.934
H 2.346 7.618 0.051
H 1.377 6.520 -0.963
C 5.633 -3.246 -5.065
C 4.659 -2.152 -4.711
C 4.429 -2.541 -3.233
O 5.671 -2.937 -2.680
C 6.363 -3.557 -3.747
H 6.275 -2.991 -5.977
H 5.006 -4.120 -5.360
H 3.724 -2.150 -5.281
H 5.140 -1.177 -4.682
H 3.734 -3.401 -3.161
H 3.954 -1.742 -2.639
H 6.303 -4.635 -3.590
H 7.434 -3.318 -3.854
C -2.056 -5.036 0.978
C -1.185 -6.266 0.762
C -1.496 -6.739 -0.655
O -1.789 -5.484 -1.292
C -1.718 -4.336 -0.402
H -1.788 -4.488 1.886
H -3.098 -5.248 1.060
H -1.336 -7.047 1.495
H -0.165 -5.908 0.773
H -2.407 -7.350 -0.683
H -0.686 -7.210 -1.218
H -2.409 -3.600 -0.785
H -0.708 -3.948 -0.287
C -1.370 3.180 -3.230
C -0.374 4.305 -2.849
C 0.842 3.976 -3.549
O 0.922 2.606 -3.594
C -0.419 2.191 -3.919
H -2.147 3.509 -3.879
H -1.822 2.722 -2.303
H -0.292 4.274 -1.792
H -0.766 5.288 -3.060
H 1.739 4.376 -3.107
H 0.784 4.409 -4.556
H -0.524 1.179 -3.606
H -0.458 2.243 -5.020
C 1.728 -1.147 3.298
C 0.752 -1.938 4.137
C 0.998 -1.455 5.612
O 2.351 -1.035 5.683
C 2.884 -1.227 4.340
H 1.434 -0.109 3.058
H 2.016 -1.674 2.386
H 0.930 -3.077 4.109
H -0.282 -1.709 3.777
H 0.726 -2.293 6.274
H 0.257 -0.688 5.815
H 3.431 -2.182 4.269
H 3.633 -0.493 4.253
*
```

Output
Energy above the lowest of the compared OMol25 structures with the same formula, charge and spin: 9.7 kJ/mol
LUMO: 0.0146 Ha



Among the records above, which one has the lowest energy above the lowest of the compared OMol25 structures with the same formula, charge and spin?
C16H24O14Pt